No. 1
39
Properties=species:S:1:pos:R:3 method="wB97M-V/def2-TZVPD" largest_force_ev_per_a=2.80 gap_ev="7.5912 / 5.8340" s2=0.766 molar_mass_g_mol=506.613 charge=+1 e_lumo_ev="-3.78 / -5.70" multiplicity=2
H 3.368 -1.343 -0.712
H 0.299 0.294 -2.709
H -0.737 3.103 1.505
C -2.963 1.308 -0.464
H -1.939 0.033 -1.899
H 2.385 1.632 -2.955
S -2.526 0.575 1.155
H -0.642 2.530 -1.041
H 0.989 3.232 0.827
C 0.967 -4.626 0.653
H 0.094 1.632 3.358
C 0.705 -3.232 0.942
S 2.604 0.914 -0.704
C 0.325 1.348 -2.394
H -2.708 -1.727 1.757
S 0.072 -2.253 -0.302
H -4.269 -1.037 1.195
H -3.935 0.878 -0.732
C 1.751 1.786 -2.074
N 1.913 -4.567 3.973
H -2.337 1.660 -2.477
H 3.956 -0.429 -2.138
C 0.294 2.718 1.515
C -1.973 1.093 -1.603
H -3.102 2.382 -0.266
H -0.022 1.949 -3.253
Yb 0.237 0.351 0.698
S 0.698 -1.279 2.924
C 0.975 -2.812 2.269
H 1.780 2.854 -1.809
H -3.008 -1.563 0.011
C 0.733 1.898 2.500
N 1.150 -5.746 0.352
N -0.604 1.524 -1.259
H 1.798 1.614 2.604
C 3.082 -0.648 -1.508
H 2.278 -1.110 -2.095
C -3.190 -1.110 0.992
C 1.497 -3.826 3.164

No. 2
57
Properties=species:S:1:pos:R:3 method="wB97M-V/def2-TZVPD" largest_force_ev_per_a=2.54 gap_ev=7.4870 molar_mass_g_mol=381.891 charge=0 e_lumo_ev=-0.52
H -3.377 -3.413 -3.538
H 0.707 2.747 4.289
C 0.469 3.382 3.426
B 2.064 1.202 1.351
O 1.841 2.585 1.430
C 3.772 -0.693 1.750
B -0.143 0.797 1.057
C -4.003 -0.091 -3.123
H -1.718 -2.152 1.228
H -0.276 2.720 -3.694
C -3.990 -2.519 -3.667
C 0.034 1.697 -3.910
H -3.335 -1.596 -1.823
H -3.997 -2.290 -4.734
H -0.482 -0.709 3.689
C 3.227 0.537 2.129
B 0.587 2.713 2.023
H 3.400 -1.195 0.866
H 0.824 5.468 3.886
H 3.329 2.095 3.577
H 0.075 -3.224 2.129
C -0.004 -1.683 3.589
C 5.200 -0.535 3.644
H -6.074 -1.970 -3.375
H 5.977 -0.976 4.259
N 0.516 -1.632 -2.949
H -1.680 0.004 2.122
C -0.792 -1.579 1.116
N -1.163 -0.163 1.272
O 1.148 0.479 0.598
C 4.783 -1.240 2.522
H 2.156 2.151 -3.964
N 4.726 0.646 4.033
C 1.388 1.724 -4.612
C 0.323 -0.510 -2.793
C -3.336 -1.371 -2.892
H -5.816 -3.672 -3.746
H -0.569 -2.414 4.164
C 0.209 -2.140 2.143
H 1.705 0.722 -4.905
C 0.061 0.914 -2.594
C 3.751 1.142 3.274
H 5.208 -2.201 2.271
H 0.966 -1.597 4.084
H -0.466 -1.747 0.091
C 0.093 4.702 3.632
H -0.904 1.021 -2.091
H -2.293 -1.281 -3.197
H -0.715 1.273 -4.581
H -5.431 -3.058 -2.137
C -5.410 -2.819 -3.202
O -0.460 2.146 1.284
N -4.524 0.915 -3.310
H 0.814 1.329 -1.923
H 1.223 -1.970 1.786
H -0.953 4.999 3.560
H 1.334 2.332 -5.514

No. 3
19
Properties=species:S:1:pos:R:3 method="wB97M-V/def2-TZVPD" relative_energy_kj_mol=0.0 largest_force_ev_per_a=1.95 gap_ev=6.3379 molar_mass_g_mol=149.217 charge=-1 e_lumo_ev=3.70
H 1.930 -2.929 -0.248
H 2.082 -1.884 1.150
H 0.962 -3.233 1.182
H -0.352 4.037 -0.245
C 0.066 1.546 -0.540
C -0.280 3.615 0.757
C 0.129 2.174 0.647
H 0.448 4.198 1.330
H -1.257 3.738 1.244
O 0.574 0.099 -0.418
F -1.066 -1.287 1.163
H -1.707 -1.648 -1.932
H -1.629 -3.061 -0.892
Si -0.015 -1.320 -0.106
C -1.032 -2.299 -1.387
O -0.254 1.860 -1.680
H -0.398 -2.799 -2.114
C 1.376 -2.450 0.553
H 0.421 1.644 1.536

No. 4
60
Properties=species:S:1:pos:R:3 method="wB97M-V/def2-TZVPD" largest_force_ev_per_a=6.34 gap_ev="3.2301 / 3.4885" molar_mass_g_mol=582.162 charge=-1 e_lumo_ev="2.52 / 2.46"
Cl 1.495 0.479 2.948
N 1.367 2.381 0.238
H 3.109 -2.181 0.944
H -2.160 2.691 -1.943
C 0.625 -2.319 0.204
C 2.738 2.543 0.065
H -1.594 -6.527 2.694
C 0.355 -3.761 2.287
C -1.375 3.166 -5.251
H 0.800 -0.815 -2.199
C 2.933 -0.303 -2.864
N -2.006 2.670 -4.027
C -2.297 -0.154 3.800
H -0.416 3.593 0.170
H 3.370 1.695 0.216
S 1.725 4.862 -0.268
N -1.676 1.181 3.774
C -1.279 1.748 2.657
C 3.136 3.806 -0.292
C -0.922 -5.735 0.770
C -1.298 1.828 5.019
C 1.888 -1.070 -1.982
H 3.380 -3.613 -0.112
H -2.889 -0.183 4.715
H -0.225 1.712 5.219
H -2.960 -0.266 2.934
H 2.515 0.322 -3.676
O -1.358 1.145 1.527
C 0.340 -3.629 0.870
C 2.078 -1.976 -0.987
H 3.527 0.412 -2.273
H -3.501 1.684 -5.150
Sn 0.496 0.516 0.749
C -1.534 3.051 -2.778
C -1.058 -5.734 2.172
H -1.596 2.468 -6.078
H -1.376 -6.513 0.126
Cl -0.969 0.175 -1.174
H -0.782 2.746 2.721
C -3.394 2.247 -4.215
H 3.617 -0.998 -3.417
H 4.196 -2.058 -0.407
H 0.236 -2.228 -0.847
C -0.189 -4.711 0.124
H -1.504 2.887 4.843
C 0.667 3.533 0.089
H -4.088 3.098 -4.297
H 0.951 -3.082 2.893
H -0.488 -4.777 4.004
H -1.917 1.419 5.805
C 3.241 -2.495 -0.118
H -3.713 1.620 -3.380
H -1.571 -0.983 3.776
O 0.211 -1.406 1.073
H -1.793 4.144 -5.551
H 4.148 4.177 -0.475
O -0.509 3.698 -2.535
H -0.024 -4.699 -0.951
C -0.387 -4.751 2.916
H -0.295 3.270 -5.097